A structure of composition C58H67BBiBrIN13, computed with ωB97M-V with the def2-TZVPD basis set.

Structure (XYZ):
```
142
C58H67BBiBrIN13, DFT ωB97M-V with the def2-TZVPD basis set
Bi 0.697 -0.400 -0.564
C 6.251 -0.345 1.141
C 4.814 -0.390 1.556
C 4.292 -0.313 2.825
C 2.901 -0.422 2.681
N 2.583 -0.546 1.383
N 3.776 -0.523 0.697
B 3.888 -1.136 -0.724
N 3.024 -2.434 -0.779
N 1.767 -2.474 -1.325
C 1.490 -3.766 -1.562
C 2.519 -4.561 -1.053
C 3.481 -3.684 -0.581
C 4.827 -3.985 -0.010
C 0.510 -4.245 -2.561
C 0.447 -3.585 -3.789
C -0.187 -4.172 -4.874
C -0.768 -5.427 -4.742
C -0.718 -6.086 -3.518
C -0.082 -5.500 -2.434
N 3.485 -0.209 -1.929
N 2.195 -0.034 -2.370
C 2.240 0.711 -3.480
C 3.563 1.036 -3.759
C 4.324 0.435 -2.768
C 5.811 0.468 -2.622
C 1.049 1.065 -4.275
C 0.951 2.337 -4.835
C -0.105 2.649 -5.682
C -1.061 1.687 -5.990
C -0.974 0.421 -5.426
C 0.069 0.116 -4.564
C 2.005 -0.487 3.870
C 1.355 0.629 4.386
C 0.735 0.578 5.630
C 0.776 -0.587 6.379
C 1.419 -1.710 5.873
C 2.029 -1.661 4.629
H 6.861 -0.071 1.999
H 6.598 -1.314 0.773
H 6.418 0.387 0.353
H 4.838 -0.216 3.753
H 5.029 -1.443 -0.888
H 2.600 -5.635 -1.124
H 4.937 -5.058 0.123
H 5.620 -3.642 -0.676
H 4.965 -3.496 0.958
H 0.986 -2.652 -3.905
H -0.202 -3.667 -5.834
H -1.233 -5.902 -5.597
H -1.160 -7.071 -3.417
H -0.010 -6.034 -1.491
H 3.933 1.581 -4.616
H 6.251 0.884 -3.525
H 6.105 1.100 -1.782
H 6.225 -0.526 -2.457
H 1.713 3.080 -4.620
H -0.169 3.637 -6.123
H -1.868 1.925 -6.672
H -1.715 -0.332 -5.670
H 0.150 -0.878 -4.137
H 1.399 1.574 3.868
H 0.257 1.467 6.025
H 0.316 -0.619 7.360
H 1.462 -2.621 6.458
H 2.563 -2.526 4.250
C -2.583 -2.657 -2.931
N -2.423 -3.187 -1.573
C -2.891 -4.576 -1.462
C -1.905 -2.487 -0.563
N -1.475 -1.189 -0.723
C -2.365 -0.226 -1.304
C -3.757 -0.393 -1.337
C -4.557 0.379 -2.163
C -3.967 1.333 -2.981
C -2.631 1.639 -2.786
C -1.855 0.969 -1.841
N -0.601 1.489 -1.382
C -0.594 2.822 -1.139
N 0.515 3.531 -0.901
C 1.852 2.981 -0.869
C 0.449 4.892 -0.359
N -1.759 3.549 -1.088
C -1.957 4.719 -1.930
C -2.935 3.089 -0.370
N -1.707 -3.084 0.645
C -2.791 -3.818 1.329
C -0.727 -2.497 1.556
H -3.607 -2.348 -3.123
H -2.319 -3.456 -3.617
H -1.919 -1.817 -3.111
H -2.677 -5.073 -2.403
H -3.968 -4.619 -1.292
H -2.367 -5.110 -0.679
H -4.210 -1.174 -0.733
H -5.628 0.221 -2.182
H -4.550 1.880 -3.712
H -2.173 2.445 -3.349
H 2.549 3.656 -1.363
H 1.888 2.035 -1.374
H 2.175 2.861 0.173
H -0.452 5.032 0.229
H 0.496 5.639 -1.152
H 1.303 5.035 0.301
H -1.103 4.863 -2.591
H -2.109 5.628 -1.342
H -2.844 4.563 -2.551
H -2.754 2.121 0.084
H -3.795 2.997 -1.037
H -3.182 3.804 0.419
H -3.685 -3.867 0.723
H -3.049 -3.274 2.230
H -2.482 -4.827 1.603
H -0.711 -3.094 2.462
H -0.984 -1.471 1.848
H 0.281 -2.539 1.128
Br -3.089 -1.714 5.191
C -4.395 -0.357 5.294
C -5.068 -0.240 6.503
C -6.035 0.737 6.670
C -6.335 1.600 5.630
C -5.668 1.487 4.421
C -4.695 0.510 4.243
I -3.782 0.465 2.351
H -4.831 -0.921 7.308
H -6.553 0.820 7.617
H -7.091 2.365 5.755
H -5.906 2.160 3.608
N -0.034 2.486 1.951
C 0.317 3.590 2.754
C -0.667 4.421 3.288
C -0.309 5.550 4.012
C 1.029 5.866 4.216
C 2.008 5.032 3.696
C 1.659 3.901 2.970
H 0.678 1.771 1.936
H -0.935 2.086 2.178
H -1.714 4.172 3.144
H -1.082 6.188 4.423
H 1.304 6.744 4.784
H 3.055 5.258 3.859
H 2.432 3.250 2.567
```

Values from the calculation:
* total charge: +2
* Kohn-Sham gap: 7.05 eV
* lowest unoccupied orbital energy: -5.1 eV
* 2S+1: 1